C6H8N2 | ωB97M-V/def2-TZVPD

SMILES string   C[C@H](C#N)[C@@H](C)C#N
Kohn-Sham gap   12.65 eV
ΔE to the lowest compared entry with this formula, charge and spin   1.3250 eV
E_HOMO   -11.9903 eV
E_LUMO   0.0242 Ha

CARTESIAN COORDINATES (ANGSTROEM)
C -0.139 0.451 -0.562
C 0.048 -0.465 0.605
C 0.739 1.679 -0.719
C -0.686 -1.795 0.537
C 1.667 -0.764 0.450
C -1.664 0.974 -0.172
N 2.796 -1.021 0.512
N -2.705 1.440 0.030
H -0.231 -0.092 -1.506
H -0.066 0.025 1.577
H 0.285 2.372 -1.434
H -0.944 -2.065 -0.492
H -0.079 -2.605 0.952
H 0.876 2.207 0.229
H 1.717 1.402 -1.122
H -1.613 -1.741 1.116

Mulliken charges, unit e, in atom order:
1 C 0.23
2 C 0.43
3 C -1.49
4 C -1.36
5 C -0.01
6 C 0.10
7 N -0.45
8 N -0.46
9 H 0.31
10 H 0.41
11 H 0.43
12 H 0.34
13 H 0.40
14 H 0.31
15 H 0.44
16 H 0.36

C6H8N2 | ωB97M-V/def2-TZVPD

Kohn-Sham gap   8.90 eV
ΔE to the lowest compared entry with this formula, charge and spin   4.0734 eV
E_HOMO   -8.4269 eV
E_LUMO   0.0172 Ha

CARTESIAN COORDINATES (ANGSTROEM)
C 1.335 1.471 -1.749
C 0.513 0.412 -1.075
C 1.087 -0.826 -0.574
C 0.462 -1.399 0.581
C -1.582 -0.498 1.552
C -0.388 0.803 0.020
H 0.691 2.495 -2.056
H 1.675 0.905 -2.833
H 2.229 1.925 -1.235
H 1.900 -1.331 -0.904
H 0.434 -2.288 1.166
H -2.154 0.407 1.574
H -2.970 -1.784 2.399
H -1.054 1.670 0.080
N -0.471 -0.287 0.886
N -1.706 -1.676 2.169

Mulliken charges, unit e, in atom order:
1 C -0.97
2 C 0.35
3 C -0.53
4 C -0.53
5 C 0.06
6 C -0.42
7 H 0.26
8 H 0.24
9 H 0.29
10 H 0.50
11 H 0.43
12 H 0.29
13 H 0.25
14 H 0.32
15 N 0.09
16 N -0.63

C6H8N2O | ωB97M-V/def2-TZVPD

SMILES string   [H]/N=C\N(C)c1ccco1
Kohn-Sham gap   9.09 eV
ΔE to the lowest compared entry with this formula, charge and spin   3.9872 eV
E_HOMO   -8.2780 eV
E_LUMO   0.0298 Ha

CARTESIAN COORDINATES (ANGSTROEM)
C 0.404 -0.327 -2.131
C -0.865 1.432 -1.009
C -0.076 -0.517 0.203
C -0.907 -0.349 1.341
C -0.115 -0.748 2.586
C 1.173 -0.997 2.122
H 0.837 0.458 -2.628
H -0.248 -0.989 -2.823
H 1.385 -0.987 -1.983
H -1.091 2.050 -0.192
H -0.380 1.432 -2.640
H -1.890 -0.018 1.133
H -0.498 -0.958 3.653
H 2.136 -1.300 2.605
N -0.162 0.205 -0.985
N -0.856 2.211 -2.141
O 1.150 -0.945 0.760

Mulliken charges, unit e, in atom order:
1 C -1.19
2 C -0.09
3 C 0.29
4 C -0.48
5 C -0.54
6 C -0.19
7 H 0.55
8 H 0.27
9 H 0.30
10 H 0.44
11 H 0.28
12 H 0.52
13 H 0.29
14 H 0.37
15 N 0.17
16 N -0.67
17 O -0.32